Here is a structure of composition C30H34FMnN5O3P2S2 at a distorted geometry from the Open Molecules 2025 dataset. Energies are from wB97M-V/def2-TZVPD.

Computed properties:
Molar mass: 712.65 g/mol
Charge: +2
2S+1: 4
LUMO energy (alpha / beta): -0.205 / -0.203 Ha
HOMO level (alpha / beta): -12.1 / -12.3 eV

```
78
C30H34FMnN5O3P2S2, DFT wB97M-V/def2-TZVPD
Mn 0.883 -2.199 -1.452
S 2.274 -1.152 -2.978
C 1.263 -0.943 -4.389
C 1.879 -0.285 -5.506
N 2.378 0.267 -6.384
C -0.007 -1.364 -4.419
S -0.739 -2.155 -3.053
C -0.827 -1.187 -5.585
N -1.484 -1.049 -6.519
C 1.650 -4.535 -3.985
P 1.753 -4.201 -2.219
C 0.948 -5.602 -1.411
C 3.500 -4.293 -1.747
C 4.371 -5.220 -2.312
C 5.689 -5.276 -1.885
C 6.143 -4.416 -0.893
C 5.280 -3.490 -0.327
C 3.958 -3.426 -0.756
P 2.800 -2.190 -0.125
C 3.706 -0.613 -0.074
C 2.482 -2.590 1.612
H 2.009 -5.545 -4.182
H 2.240 -3.810 -4.542
H 0.606 -4.461 -4.287
H 1.458 -6.519 -1.707
H -0.099 -5.638 -1.712
H 0.986 -5.483 -0.331
H 4.032 -5.899 -3.085
H 6.368 -5.992 -2.330
H 7.175 -4.459 -0.569
H 5.645 -2.813 0.438
H 4.171 -0.486 0.904
H 3.015 0.208 -0.260
H 4.467 -0.604 -0.851
H 3.432 -2.684 2.136
H 1.924 -3.521 1.693
H 1.899 -1.784 2.057
C -5.323 1.138 1.411
C -4.332 0.431 2.325
N -3.022 0.200 1.679
C -2.719 -1.032 1.253
C -1.585 -1.363 0.558
C -1.417 -2.814 0.212
O -2.263 -3.616 0.501
O -0.265 -3.145 -0.354
C -0.660 -0.349 0.228
O 0.359 -0.501 -0.510
C -0.947 0.973 0.749
C -0.049 2.022 0.528
C -0.304 3.264 1.011
F 0.629 4.219 0.840
C -1.486 3.572 1.722
C -2.373 2.531 1.938
C -2.120 1.234 1.467
N -1.764 4.861 2.198
C -2.300 5.079 3.528
C -3.418 6.105 3.493
N -2.856 7.386 2.930
C -2.263 7.163 1.560
C -1.200 6.077 1.629
H -6.266 1.279 1.941
H -5.521 0.532 0.525
H -4.964 2.112 1.077
H -4.718 -0.549 2.591
H -4.169 0.968 3.258
H -3.438 -1.818 1.455
H 0.865 1.839 -0.021
H -3.305 2.739 2.447
H -1.502 5.448 4.194
H -2.670 4.157 3.968
H -3.828 6.310 4.479
H -4.214 5.792 2.821
H -2.125 7.731 3.556
H -3.573 8.111 2.895
H -1.843 8.106 1.216
H -3.082 6.870 0.908
H -0.343 6.434 2.217
H -0.852 5.913 0.618
```


Here is a cluster of 2 separate species, C2H8N2 in total at a distorted geometry from the Open Molecules 2025 dataset. Energies are from wB97M-V/def2-TZVPD.

Computed properties:
Molar mass: 60.10 g/mol
Structure (SMILES): [H]/N=C/N.C
LUMO energy: 0.028 Ha
HOMO level: -9.3 eV

```
12
C2H8N2, DFT wB97M-V/def2-TZVPD
H 1.290 0.142 4.151
N 1.222 0.838 3.309
C 0.711 0.552 2.175
N 0.828 1.438 1.074
H 0.465 -0.488 1.804
H 1.650 2.032 1.073
H 0.363 1.452 0.027
C -1.311 -1.245 -2.630
H -2.099 -0.487 -2.542
H -1.803 -2.127 -2.908
H -0.474 -1.257 -1.916
H -0.843 -0.850 -3.616
```


Here is a cluster of 2 separate species, C5H14N2O2 in total at a distorted geometry from the Open Molecules 2025 dataset. Energies are from wB97M-V/def2-TZVPD.

Computed properties:
Molar mass: 134.18 g/mol
LUMO energy: 0.024 Ha
HOMO level: -7.2 eV

```
23
C5H14N2O2, DFT wB97M-V/def2-TZVPD
C -1.500 -0.204 0.326
C -1.794 -1.688 0.311
C 0.434 -0.203 -1.956
C 0.772 -0.511 -0.528
O -2.282 0.517 -0.641
O 1.238 -1.537 -0.102
H -3.213 0.271 -0.545
H -1.731 0.182 1.339
H -2.828 -1.913 0.609
H -1.633 -2.111 -0.684
H -1.127 -2.216 0.996
H -0.048 -1.083 -2.377
H 1.365 -0.016 -2.497
H -0.218 0.657 -2.061
C 1.521 0.521 1.670
N 0.964 0.806 0.339
N 1.569 1.888 -0.367
H -0.242 0.704 0.398
H 2.580 1.841 -0.261
H 1.241 2.759 0.039
H 0.926 -0.265 2.130
H 2.551 0.174 1.587
H 1.458 1.426 2.275
```


Question: Which of these has the lowest molar mass?
Answer: C2H8N2


Repeat the third record exactly.
Here is a cluster of 2 separate species, C5H14N2O2 in total at a distorted geometry from the Open Molecules 2025 dataset. Energies are from wB97M-V/def2-TZVPD.

Computed properties:
Molar mass: 134.18 g/mol
LUMO energy: 0.024 Ha
HOMO level: -7.2 eV

```
23
C5H14N2O2, DFT wB97M-V/def2-TZVPD
C -1.500 -0.204 0.326
C -1.794 -1.688 0.311
C 0.434 -0.203 -1.956
C 0.772 -0.511 -0.528
O -2.282 0.517 -0.641
O 1.238 -1.537 -0.102
H -3.213 0.271 -0.545
H -1.731 0.182 1.339
H -2.828 -1.913 0.609
H -1.633 -2.111 -0.684
H -1.127 -2.216 0.996
H -0.048 -1.083 -2.377
H 1.365 -0.016 -2.497
H -0.218 0.657 -2.061
C 1.521 0.521 1.670
N 0.964 0.806 0.339
N 1.569 1.888 -0.367
H -0.242 0.704 0.398
H 2.580 1.841 -0.261
H 1.241 2.759 0.039
H 0.926 -0.265 2.130
H 2.551 0.174 1.587
H 1.458 1.426 2.275
```